ORCA calculation (ωB97M-V/def2-TZVPD) on a molecular structure, C47H39CoN9O2S7SbSe at a distorted geometry.

The geometry in XYZ format:
```
107
Properties=species:S:1:pos:R:3
C -3.53274 -0.68968 -0.28466
H 2.44456 -3.86109 -1.88585
H 2.36663 -6.33654 -1.92970
H -3.88902 6.41149 -0.69241
Co 0.74934 0.88884 2.16028
C 0.01172 -3.34711 1.73193
C 1.13896 -1.20543 -5.92046
C -5.52171 0.61468 -0.60085
H -0.28231 6.63294 3.85012
C -0.61336 1.66943 -4.31456
N -0.95061 -1.37053 -1.12131
H -4.90261 4.09849 2.77101
C 0.76576 -1.57641 -3.19680
C -4.74358 1.73014 -0.86781
C -4.55116 5.30488 1.03035
C -4.17984 4.39803 2.02352
C -0.13063 -1.51283 -5.42549
C 0.25866 -5.71121 2.07141
S 0.63918 0.67455 7.19253
C -2.90355 3.86800 2.04570
C 0.06714 5.12879 5.37106
C 0.09685 3.74485 5.52890
H -0.54744 -2.42509 1.81253
H 7.53534 -2.19557 1.35755
C -2.75836 0.41353 -0.60647
C 4.31422 -1.61645 2.16631
C -0.18086 5.57667 4.08594
H 4.03636 -2.38082 -1.11206
O -0.73120 2.59300 -0.23994
C -2.32992 5.19527 0.12750
C 1.03999 1.27876 -2.13798
C 2.21853 -1.11452 -5.04349
H -6.60178 0.68001 -0.63154
N 1.95350 1.64383 0.92899
H -1.74471 -3.71582 -1.09676
H -2.61392 3.14853 2.79707
H 2.59816 2.08544 -3.34736
H -1.51618 -4.60384 2.53819
C -3.36195 1.63136 -0.87467
O 0.60098 4.45624 0.50908
N 1.58371 -0.73697 1.96792
S -0.68929 0.05779 3.64050
H -1.57143 5.47373 -0.58845
H -0.14438 -6.65365 2.41447
H -0.96667 -1.60455 -6.10711
C 2.04385 -1.30129 -3.69251
C 3.73428 -1.87963 0.93634
H 0.22119 5.80953 6.19387
C 0.25716 -6.42902 -1.52978
N -5.87777 5.73148 0.94356
C -3.61175 5.70826 0.08154
S 2.23813 1.38068 3.74124
C 6.46625 -2.09642 1.23298
H 6.13136 -1.52460 3.27655
C -4.91283 -0.59201 -0.29263
H 0.22178 -7.50784 -1.52331
H -1.84496 -6.20048 -1.14847
H 2.85585 -1.19145 -2.99316
N -0.31301 4.76240 3.05574
S 0.45506 -1.90623 -1.49575
N -0.43639 0.19292 0.83108
N 0.00872 2.92219 4.50928
N -0.12297 2.63543 2.22238
C 1.54627 -5.65205 1.57094
C 2.77390 2.24310 0.35991
C 5.88509 -2.32402 -0.00424
S 1.94221 -1.64298 0.86662
C -0.31887 -1.69856 -4.07765
H 6.50281 -2.58844 -0.85189
N 1.73673 -1.41724 -0.73946
H -5.51243 -1.46135 -0.05846
Se 3.97119 3.01259 -0.61170
C 0.71836 2.03673 -4.38671
H -5.20890 2.68259 -1.07568
H 0.20407 3.25827 6.48955
C 5.68210 -1.72873 2.31667
C -0.86686 -4.31653 -1.27169
C -0.30216 0.97454 -2.05331
H 1.67731 1.09498 -1.29137
H 3.20346 -0.88554 -5.42587
H -6.00380 6.60545 0.45644
H -3.03773 -1.61861 -0.04880
C 1.46700 -5.76512 -1.74585
C 0.35876 -3.65409 -1.44635
C 4.51289 -2.21413 -0.15811
C 1.29681 -3.30097 1.21624
C -1.13212 1.13391 -3.14443
H -2.17094 0.84261 -3.09055
H 3.68026 -1.30824 2.98515
C -0.12976 3.45156 3.29068
Sb 1.16916 -0.28955 5.17657
S -0.95162 0.22146 -0.53090
C 1.52273 -4.39633 -1.71562
H 1.11035 2.47886 -5.29259
H 1.28443 -1.03039 -6.97677
C 1.55144 1.82409 -3.30080
C -0.90568 -5.68708 -1.30607
H 2.14708 -6.54894 1.51629
H -1.25271 1.78929 -5.17907
H -6.37550 5.69442 1.82149
C 2.07671 -4.44936 1.13553
S -0.38894 3.48291 0.86510
H 3.08600 -4.39974 0.75347
H -2.74075 2.48961 -1.07248
C -0.51352 -4.55620 2.14265
C -1.98052 4.28267 1.10352
H -1.28865 -1.92050 -3.65650
```

The orbital gap (alpha / beta) is 4.07 / 5.09 eV. The LUMO energy (alpha / beta) is 3.91 / 3.04 eV. Its expectation value of S² is 2.0379. The calculation puts the molecular weight at 1246.01 u. The charge is -2. As for the highest occupied orbital energy (alpha / beta): -0.16 / -2.05 eV. As for the multiplicity: 3.